DFT (ωB97M-V/def2-TZVPD) results for the molecule C22H36N2O10.

```
70
Properties=species:S:1:pos:R:3:forces:R:3:nbo_charge:R:1
O -0.117 2.431 -0.455 -0.1510 0.1816 0.0731 -0.653
O 3.658 3.069 -1.449 0.1617 0.3766 -0.0799 -0.629
O 4.664 -0.523 0.196 0.3222 0.1499 -0.1009 -0.509
O 0.332 -0.374 0.422 0.0357 -0.0505 0.2181 -0.658
O -5.427 -0.286 -1.191 -0.0405 -0.2326 -0.3611 -0.509
O -4.745 0.560 0.771 -0.1145 0.1131 0.0951 -0.613
O 3.031 -1.333 1.498 -0.0394 -0.1075 0.0068 -0.634
O 1.520 -1.342 -2.410 0.1470 -0.2504 0.1552 -0.642
O 0.017 2.820 1.749 0.1909 0.0904 0.3528 -0.505
O -0.474 -2.426 0.020 -0.2807 -0.2172 -0.1633 -0.497
N -0.150 0.172 -2.298 -0.3589 -0.1428 0.1518 -0.619
N 2.398 1.454 -0.516 -0.2435 -0.0781 0.4149 -0.641
C 1.103 -0.221 -2.637 -0.2686 0.4827 -0.5446 0.685
C -1.956 1.574 2.368 0.1896 0.3371 -0.0614 -0.645
C 0.520 2.496 0.569 0.2587 0.0531 -0.4510 0.842
C 1.912 0.822 -3.390 0.2505 -0.1539 0.1733 -0.485
C 2.022 2.223 0.642 -0.0756 -0.0068 0.0252 -0.168
C 3.811 0.916 1.862 -0.2026 -0.0526 -0.0576 -0.501
C -1.410 2.902 1.862 -0.5631 -0.0913 -0.1267 -0.079
C 3.274 1.067 -2.728 -0.0127 0.1849 -0.0761 -0.489
C -7.682 -0.334 -0.263 0.3827 0.0691 -0.1534 -0.634
C 4.715 -1.752 -0.538 -0.0870 -0.5488 -0.0456 -0.084
C -0.713 -2.706 2.433 0.0885 0.0119 -0.4193 -0.634
C -3.292 -0.922 -0.459 -0.0945 0.2343 -0.0379 -0.496
C 5.404 -2.857 0.249 -0.1506 0.3498 -0.0307 -0.636
C -6.665 0.426 -1.101 -0.4158 0.2949 0.2199 -0.077
C -4.559 -0.138 -0.192 0.4286 -0.2644 0.1456 0.808
C -0.293 -1.152 -0.257 -0.0658 0.1418 -0.4194 0.835
C -0.998 -0.737 -1.552 0.1643 -0.0577 -0.0348 -0.139
C -2.318 -0.031 -1.235 0.0754 -0.1947 0.0270 -0.387
C 2.401 1.509 1.946 0.1075 0.0264 -0.0488 -0.390
C 3.141 1.972 -1.516 0.2058 -0.3466 -0.2732 0.696
C 3.772 -0.437 1.181 0.1228 0.3013 0.2223 0.820
C 0.156 -2.937 1.206 0.2708 -0.0077 0.5815 -0.094
H 1.941 0.559 -0.604 0.0212 -0.0204 -0.0626 0.426
H -1.162 -1.641 -2.149 -0.0229 0.1156 0.1205 0.227
H 2.556 3.180 0.557 -0.1550 -0.1492 0.0509 0.265
H -1.510 0.767 1.792 -0.0207 -0.1196 -0.0679 0.214
H 3.701 0.109 -2.428 0.0305 -0.0266 -0.0238 0.236
H -0.237 -3.156 3.299 0.0332 -0.0543 0.1296 0.222
H -2.778 0.273 -2.178 0.0393 0.0342 -0.0051 0.222
H 4.827 -3.099 1.138 -0.0036 -0.0577 0.0292 0.226
H 2.078 0.424 -4.394 -0.1002 0.0138 0.0358 0.242
H 5.484 -3.745 -0.372 0.0404 -0.1185 -0.0659 0.216
H -3.035 1.536 2.247 -0.0859 -0.0192 0.0169 0.244
H -0.831 -1.641 2.617 -0.0057 0.0919 0.0497 0.217
H -7.005 0.534 -2.133 0.0809 0.0180 0.1191 0.190
H 3.950 1.553 -3.431 -0.0264 -0.0207 0.1308 0.237
H 4.492 1.573 1.323 0.0489 0.0058 0.0648 0.233
H -1.828 3.148 0.881 0.0756 0.0298 0.2057 0.202
H 5.281 -1.511 -1.440 -0.1235 0.0050 0.0767 0.190
H -6.474 1.412 -0.664 -0.0310 -0.1218 -0.1518 0.199
H -0.308 1.157 -2.125 0.1433 -0.0208 -0.0518 0.436
H 1.696 0.696 2.125 -0.0002 0.0684 0.1301 0.240
H -1.611 3.714 2.562 0.0630 -0.0547 -0.1100 0.192
H -2.859 -1.214 0.498 -0.0784 -0.0162 0.0176 0.229
H -1.702 1.431 3.415 0.0357 -0.0638 0.1069 0.209
H -2.096 0.867 -0.655 -0.0120 0.0464 -0.0179 0.232
H -8.626 0.202 -0.263 -0.1277 0.0413 0.0117 0.218
H 1.128 -2.452 1.330 -0.1597 -0.1569 -0.1010 0.238
H 1.355 1.755 -3.472 -0.0145 0.0082 -0.0695 0.220
H 4.194 0.753 2.872 0.0424 -0.0244 -0.0346 0.238
H 6.401 -2.541 0.548 0.1116 -0.0257 0.0070 0.209
H 0.289 -4.003 1.012 0.0020 0.1229 -0.0228 0.190
H -7.838 -1.329 -0.672 -0.0658 -0.0791 -0.0299 0.211
H -7.327 -0.423 0.761 -0.0269 -0.0016 0.0778 0.223
H 2.331 2.220 2.768 -0.0215 -0.0552 0.0112 0.223
H -1.696 -3.154 2.297 -0.0854 -0.0538 0.0425 0.207
H 3.696 -2.050 -0.806 0.1392 0.1102 -0.0517 0.210
H -3.531 -1.811 -1.042 0.0218 -0.0465 0.0551 0.230
```
Forces are in eV/Å.

Computed properties:
- Max |F|: 0.8 eV/A
- Lowest unoccupied orbital energy: 0.7 eV
- HOMO level: -9.539 eV
- HOMO-LUMO gap: 10.278 eV
- Energy above the lowest of the compared OMol25 structures with the same formula, charge and spin: 0.1 kcal/mol


DFT (ωB97M-V/def2-TZVPD) results for the molecule C22H36N2O4.

```
64
Properties=species:S:1:pos:R:3:forces:R:3:nbo_charge:R:1
O 1.131 1.919 -0.726 -0.1917 -0.2535 -0.2767 -0.504
O -4.202 -3.201 1.458 0.1036 -0.2009 0.3291 -0.714
O 3.093 0.936 1.777 -0.1068 -0.1438 0.3317 -0.742
O -2.031 -2.587 -0.175 0.2231 -0.0045 0.0913 -0.548
N 4.793 0.007 -0.083 -0.0011 0.0100 -0.1756 -0.474
N -4.361 0.036 -0.329 0.0866 -0.0023 -0.0003 -0.468
C -1.289 -1.444 -0.341 0.3166 0.1807 0.2157 0.351
C -4.375 -2.346 0.355 0.3881 0.3409 -0.4307 0.073
C 0.372 0.797 -0.523 -0.1800 -0.0768 -0.0862 0.271
C -0.443 0.423 -1.590 0.2168 0.1470 0.1713 -0.234
C 6.087 0.668 -0.128 0.1804 0.0566 0.3405 -0.219
C -1.260 -0.685 -1.507 -0.1064 -0.2313 0.0564 -0.285
C 7.131 -0.169 0.605 0.0703 0.0631 -0.3001 -0.403
C 5.848 -2.191 -0.047 0.0633 0.0659 -0.3236 -0.403
C -5.702 0.248 -0.846 -0.2100 -0.0393 0.0681 -0.215
C -5.867 2.497 0.245 -0.0258 -0.1335 0.2821 -0.398
C 7.231 -1.551 -0.032 -0.1197 -0.0123 0.2657 -0.398
C -0.459 -1.081 0.715 -0.3532 -0.2098 -0.2685 -0.262
C -4.470 2.257 0.811 0.0225 -0.0148 -0.3165 -0.422
C 3.709 0.857 -0.547 -0.1704 0.1769 0.2076 -0.243
C 3.232 1.731 0.624 -0.0771 0.2072 -0.3380 0.065
C 0.368 0.025 0.632 0.1434 0.3191 -0.0152 -0.298
C 4.854 -1.278 -0.759 -0.0585 -0.3362 0.1751 -0.212
C -3.698 1.311 -0.115 0.1033 0.1529 0.2255 -0.211
C -3.330 -2.658 -0.732 -0.7455 -0.1006 0.0148 -0.093
C -4.286 -0.872 0.799 -0.1456 -0.3165 -0.0613 -0.250
C -6.571 1.160 0.030 0.1458 0.0379 -0.2149 -0.421
C 1.900 2.456 0.323 0.4824 0.1065 0.3208 -0.081
H -7.538 1.309 -0.452 -0.0688 -0.0507 0.0324 0.209
H 2.883 0.215 -0.857 0.0613 0.0556 -0.0149 0.217
H -0.460 -1.685 1.610 -0.0311 -0.0690 0.0965 0.218
H 1.010 0.267 1.463 0.0771 0.0379 0.0309 0.253
H -6.450 3.128 0.920 -0.0113 0.0594 -0.0797 0.207
H -6.749 0.681 0.995 -0.0731 -0.0148 0.0446 0.196
H -5.067 -0.706 1.557 0.0981 -0.0093 0.0333 0.182
H 3.991 1.491 -1.400 -0.0063 -0.0700 -0.0273 0.186
H 6.411 0.829 -1.173 -0.0581 0.0265 0.0315 0.164
H 3.858 -1.728 -0.734 0.0366 0.0614 -0.0687 0.207
H 8.095 0.341 0.570 0.0187 0.0288 0.0567 0.210
H -3.252 -3.239 1.634 -0.0844 0.0097 0.0080 0.473
H 1.325 2.504 1.254 0.0161 0.0373 -0.0587 0.194
H -1.869 -0.951 -2.356 -0.0799 -0.0295 -0.0589 0.221
H -5.593 0.704 -1.836 -0.0985 -0.0398 -0.0418 0.190
H 7.601 -1.455 -1.055 0.0608 -0.0230 -0.0455 0.194
H -0.419 1.020 -2.488 -0.0138 0.0775 -0.1196 0.223
H -3.928 3.199 0.904 0.0465 0.0148 0.0781 0.209
H 7.933 -2.175 0.524 0.0572 -0.0133 -0.0620 0.210
H 2.117 3.474 -0.010 -0.0175 -0.1047 0.0879 0.197
H 5.997 1.645 0.350 0.0108 0.0152 -0.0730 0.202
H -3.318 -0.728 1.287 -0.0398 -0.0135 0.0350 0.206
H -5.372 -2.564 -0.041 0.0867 0.0277 -0.0696 0.173
H -3.587 1.783 -1.097 0.0769 0.0740 0.0034 0.188
H 5.878 -3.158 -0.553 -0.0296 -0.0504 0.0297 0.211
H -3.461 -3.688 -1.076 -0.0066 0.1317 0.0240 0.193
H -2.697 1.122 0.278 0.0321 -0.0008 -0.0743 0.209
H 3.985 2.510 0.831 -0.1265 -0.0480 -0.0794 0.157
H 5.153 -1.162 -1.816 -0.0445 0.0066 0.0122 0.162
H -6.185 -0.722 -0.974 -0.0347 0.0170 -0.1041 0.195
H 3.760 0.233 1.689 0.0499 0.0463 -0.0783 0.493
H -4.547 1.811 1.805 0.0259 0.0178 0.0937 0.196
H -5.782 3.018 -0.713 -0.0195 0.0753 -0.0489 0.192
H 6.833 -0.270 1.650 0.0153 0.0514 0.0641 0.202
H 5.510 -2.351 0.978 -0.0563 -0.0543 0.0312 0.201
H -3.469 -1.966 -1.563 0.0760 -0.0697 0.0234 0.199
```
Forces are in eV/Å.

Computed properties:
- Max |F|: 0.8 eV/A
- Lowest unoccupied orbital energy: 0.8 eV
- HOMO level: -7.893 eV
- HOMO-LUMO gap: 8.725 eV
- Energy above the lowest of the compared OMol25 structures with the same formula, charge and spin: 41.5 kcal/mol


DFT (ωB97M-V/def2-TZVPD) results for the molecule C22H36N2O8S2.

```
70
Properties=species:S:1:pos:R:3:forces:R:3:nbo_charge:R:1
S -0.861 3.447 2.173 0.0572 0.2073 -0.6436 2.337
S -1.207 -3.123 -1.275 -0.5348 -0.0532 -0.2253 2.325
O 1.568 1.869 -0.066 -0.0264 0.2474 -0.5039 -0.693
O -0.541 -4.351 -1.598 0.1212 -0.2491 -0.2285 -0.952
O -1.207 -2.717 0.098 -0.1414 -0.0239 -0.0107 -0.932
O 0.048 4.455 2.638 0.2312 -0.0053 -0.1483 -0.954
O 1.690 0.035 -1.979 -0.0186 0.2165 -0.2891 -0.681
O -2.127 3.314 2.830 -0.1400 -0.3087 -0.0760 -0.947
O 2.097 -1.750 -0.707 0.2675 -0.3570 0.6179 -0.667
O 2.429 0.171 1.087 0.1824 -0.3042 0.2417 -0.660
N -0.080 1.993 2.237 -0.4202 0.8771 0.1145 -0.698
N -0.567 -1.968 -2.299 -0.3668 -0.6296 0.6191 -0.695
C -2.919 -3.229 -1.841 0.8273 0.1824 0.2244 -0.871
C -1.134 0.018 -0.022 -0.1933 0.2374 0.0346 -0.187
C 1.788 -4.231 -4.771 -0.0960 0.2320 -0.1409 -0.612
C -1.234 -0.688 -2.443 -0.4145 0.3120 -0.2319 -0.280
C -3.791 0.759 -0.053 -0.0990 0.0329 0.0377 -0.216
C 1.864 1.245 1.051 0.0402 0.1179 -0.1151 0.825
C 1.610 -1.164 -1.764 0.0803 0.0102 -0.0613 0.829
C -0.610 -3.544 -4.961 0.1970 0.0564 -0.1628 -0.617
C 2.929 3.458 4.630 0.1112 -0.1262 -0.2682 -0.612
C 0.832 -2.113 -2.664 0.4938 -0.1005 -0.1175 -0.158
C 1.111 -1.866 -4.151 -0.0571 -0.1465 0.0859 -0.399
C -3.046 0.923 1.100 -0.0265 -0.1380 -0.0082 -0.200
C -1.870 -0.149 -1.187 -0.1327 0.3710 0.0486 0.041
C -1.142 3.745 0.410 0.1287 -0.0819 0.8455 -0.872
C 0.838 -3.071 -5.062 -0.0262 0.0251 0.1210 -0.206
C 4.001 1.222 4.993 -0.0122 0.1507 -0.3147 -0.599
C 1.931 1.398 3.584 0.1737 0.0595 -0.2594 -0.411
C 3.230 2.097 4.007 -0.1228 -0.1613 0.2298 -0.210
C -1.706 0.555 1.122 -0.0833 -0.2438 -0.1521 -0.041
C -3.207 0.230 -1.192 0.1544 0.0411 -0.0412 -0.243
C -0.874 0.782 2.357 -0.4883 -0.0924 0.0834 -0.249
C 1.362 1.982 2.286 0.3163 0.0410 0.2613 -0.152
H -1.406 4.789 0.297 -0.0784 0.1991 0.0662 0.246
H 2.429 -1.103 -0.018 -0.2384 0.0663 -0.5169 0.531
H -1.297 -2.716 -5.118 -0.1738 0.0840 -0.0152 0.197
H 1.748 1.296 -0.869 0.0312 -0.0347 0.5173 0.531
H 2.275 4.053 3.998 -0.0634 0.1450 -0.0186 0.222
H -0.217 3.524 -0.106 0.1529 -0.0339 -0.0753 0.254
H -3.794 0.118 -2.093 -0.0465 -0.0425 -0.1013 0.209
H -2.919 -3.284 -2.921 0.0027 -0.0195 -0.2254 0.242
H -2.001 -0.777 -3.225 0.0534 0.1432 0.0624 0.197
H 2.164 -1.588 -4.246 -0.0033 0.0850 -0.0259 0.220
H -0.490 0.040 -2.786 -0.0995 -0.1974 -0.0320 0.251
H 1.187 1.513 4.373 -0.0444 0.0039 0.0474 0.216
H -3.458 -2.366 -1.475 -0.0973 0.1383 0.0390 0.251
H 3.850 4.014 4.795 0.0709 0.1004 0.0522 0.208
H 1.567 -4.677 -3.805 0.0111 -0.1166 0.1383 0.210
H -3.491 1.354 1.983 -0.0605 0.0273 0.0964 0.236
H -3.326 -4.138 -1.416 0.0378 -0.1498 0.1402 0.260
H 4.911 1.724 5.314 0.1122 0.0184 0.0940 0.209
H 1.023 -2.729 -6.088 -0.0130 -0.0028 0.0886 0.201
H -0.107 -0.302 0.006 0.2001 -0.0889 0.0337 0.207
H 2.435 3.325 5.591 -0.0856 -0.0083 0.1314 0.203
H 3.851 2.239 3.115 0.0140 0.0028 -0.0255 0.191
H -0.789 -3.980 -3.983 -0.0847 -0.1042 0.0106 0.218
H 2.121 0.332 3.439 -0.0692 0.0073 0.0659 0.227
H 1.640 3.036 2.191 0.2468 -0.2027 -0.0227 0.272
H -0.199 -0.061 2.518 0.0469 0.0773 0.0499 0.232
H 2.822 -3.896 -4.776 0.1563 -0.0216 0.0074 0.206
H -4.832 1.045 -0.068 -0.0913 0.0357 0.0078 0.218
H 1.096 -3.134 -2.384 0.1721 0.1523 -0.0981 0.271
H 1.674 -5.002 -5.529 0.0153 -0.1256 -0.0334 0.214
H 0.520 -1.014 -4.490 0.0595 0.1132 0.0003 0.212
H -0.807 -4.301 -5.717 -0.0732 -0.0923 -0.0565 0.212
H 4.275 0.275 4.534 0.0462 -0.1373 0.0017 0.209
H -1.944 3.103 0.075 -0.1228 -0.1564 -0.0673 0.247
H -1.532 0.889 3.225 0.1084 -0.2259 -0.0435 0.228
H 3.394 1.018 5.872 -0.0747 -0.0353 0.1402 0.202
```
Forces are in eV/Å.

Computed properties:
- Max |F|: 1.0 eV/A
- Lowest unoccupied orbital energy: 0.5 eV
- HOMO level: -9.350 eV
- HOMO-LUMO gap: 9.835 eV
- Energy above the lowest of the compared OMol25 structures with the same formula, charge and spin: 0.2 kcal/mol


DFT (ωB97M-V/def2-TZVPD) results for a structure of composition C22H36N4OS in a non-equilibrium geometry.

```
64
Properties=species:S:1:pos:R:3:forces:R:3:nbo_charge:R:1
S -0.534 -4.324 0.307 -1.0817 -3.2212 -3.0547 0.186
O 0.828 1.393 2.056 0.4390 -0.5661 2.3198 -0.653
N 2.129 -1.911 -1.303 -3.7941 -0.9396 4.2014 -0.210
N 0.667 -2.106 0.391 4.2426 12.9619 12.7685 -0.357
N 1.958 1.086 0.213 -1.1211 2.6975 -4.2904 -0.602
N 1.157 -2.959 -1.205 7.2096 -3.3557 -13.8135 -0.398
C 0.230 5.245 -1.547 -4.7396 -3.1280 11.2818 -0.323
C -0.345 2.891 -0.871 -0.2991 -1.9919 5.7523 -0.369
C 1.189 1.862 0.990 -1.4627 -4.7581 2.0871 0.653
C -0.992 4.269 -1.071 2.9318 -1.2614 -4.0903 -0.248
C -1.753 -5.223 -2.446 5.6875 3.2188 -1.7099 -0.420
C -0.441 -5.281 -1.502 -7.6421 -4.6763 4.1215 -0.152
C -0.398 -6.796 -1.196 3.2582 -1.6344 0.3006 -0.655
C 0.467 -3.085 -0.248 -3.4451 -5.3528 -0.5333 0.197
C 1.037 5.401 -0.056 2.5745 -5.7276 -6.5347 -0.276
C 0.531 3.027 0.592 -2.0244 4.5442 -3.6012 -0.145
C -1.689 -0.586 0.734 0.5443 2.3412 1.6987 -0.411
C 1.835 -1.331 -0.128 -3.3639 -4.3355 -2.6562 0.273
C -1.276 -1.785 1.639 -1.0822 8.9056 4.3284 -0.416
C -0.515 3.595 1.680 6.1314 4.3582 -1.4994 -0.361
C 0.229 5.851 0.858 -8.6041 6.4954 9.4548 -0.406
C 2.422 -0.212 0.453 4.9891 2.3262 5.5061 -0.300
C 1.607 4.088 0.458 -2.6638 -1.1421 -12.1279 -0.210
C -3.197 -0.301 0.659 6.9072 4.2044 -2.9954 -0.577
C 0.114 -1.895 1.796 4.2702 -0.9753 1.7926 -0.247
C -2.013 4.747 -0.096 5.1646 4.4845 1.1275 -0.407
C -1.598 -3.651 -2.903 -6.3135 -0.4415 3.7220 -0.587
C -1.099 5.007 1.244 4.0283 -3.7580 -5.7460 -0.173
H 2.493 3.675 -0.690 -2.2765 0.8750 3.2948 0.099
H 0.306 2.455 -1.719 -1.4435 0.7373 1.2479 0.223
H -3.412 0.547 0.011 0.3770 0.3689 -0.1462 0.195
H -1.219 2.128 -0.304 2.2719 1.5926 -2.6861 0.216
H -1.876 -2.899 -1.869 0.8597 -2.2834 -3.0603 0.177
H 0.546 -0.913 2.194 -0.5872 -1.4085 -0.6060 0.265
H 0.418 -5.112 -1.905 4.9697 2.1685 -2.4796 0.196
H -2.787 4.123 0.036 -2.7824 -2.3101 0.5561 0.210
H -3.629 -0.097 1.478 -2.7494 1.4772 6.6040 0.192
H 0.477 -7.094 -0.536 -0.7974 0.6990 -0.3205 0.211
H -1.407 -5.883 -3.439 -1.5016 1.4182 2.8384 0.221
H 1.663 6.090 -0.424 3.4219 2.4007 -0.3427 0.220
H -0.125 6.876 0.597 -0.2286 -0.3480 -0.1871 0.208
H 2.420 -0.308 1.694 0.0915 0.1543 -3.2293 0.254
H -2.456 -3.514 -3.589 0.5914 0.6096 0.0969 0.198
H -3.675 -0.989 0.258 -4.3435 -6.8367 -3.7720 0.187
H -1.265 -0.638 -0.330 -0.2180 0.3290 1.7199 0.212
H -1.327 4.003 -2.034 -2.0513 0.3607 -1.4104 0.215
H 0.350 -2.770 2.723 -0.0778 2.1097 -3.1826 0.213
H -2.618 -5.491 -1.858 -0.3301 -0.0492 -0.4784 0.223
H -0.028 -7.318 -2.148 -1.0868 0.6331 0.9669 0.213
H -0.719 -3.304 -3.293 2.4268 0.2097 -0.8903 0.217
H -1.644 5.340 1.987 -2.4725 2.2695 3.7491 0.194
H 0.914 4.890 -2.069 5.4397 -3.5164 -5.4114 0.184
H 1.824 1.335 -0.798 0.7553 -0.3792 1.3036 0.391
H -1.217 -7.365 -0.742 -0.3675 0.7035 -0.4686 0.216
H 2.202 4.103 1.170 5.5480 0.6156 6.8412 0.157
H -1.828 -2.454 1.323 -4.4886 -7.4831 -2.5905 0.204
H 0.630 6.180 1.932 0.0378 -1.2081 -1.9263 0.208
H -0.095 6.136 -1.722 -1.8951 5.4525 -1.5600 0.185
H 0.231 3.740 2.524 -1.8871 -0.4559 -0.1305 0.222
H -1.325 0.283 1.458 0.0724 -1.0583 -2.5148 0.217
H -1.262 2.980 1.706 -4.0699 -4.0687 1.3295 0.194
H -1.699 -1.485 2.694 0.5111 -0.6733 -1.6822 0.197
H -2.328 5.766 -0.439 -0.2175 -0.8720 0.2716 0.209
H 3.575 -0.053 0.181 -2.2430 -1.5059 0.4458 0.247
```
Forces are in eV/Å.

Computed properties:
- Max |F|: 18.7 eV/A
- Lowest unoccupied orbital energy: 0.6 eV
- HOMO level: -8.534 eV
- HOMO-LUMO gap: 9.134 eV
- Energy above the lowest of the compared OMol25 structures with the same formula, charge and spin: 456.4 kcal/mol